Record 1
ORCA calculation (ωB97M-V with the def2-TZVPD basis set) on 5 unconnected molecules or ions with the total composition C40H65BBr2N3O10S2.

## Properties
- Net charge: -1
- Gap between HOMO and LUMO: 6.000 eV
- Max |F|: 1.94 eV/Å
- Electronic energy: -8449.0986 hartree

Element x y z (Å)
C -1.39 3.10 -1.08
C -0.46 2.20 -0.67
B 1.10 2.30 -1.21
C 1.12 1.23 -2.45
C 1.84 1.67 -3.73
C 2.71 0.55 -4.29
S 1.70 -0.96 -4.61
C 2.64 -2.22 -3.81
S 4.19 -2.51 -4.21
N 1.98 -2.96 -2.84
C 1.10 -2.53 -1.85
C 0.78 -3.64 -1.15
N 1.43 -4.75 -1.65
C 2.13 -4.31 -2.65
O 2.20 2.01 -0.25
C 2.57 3.19 0.40
C 1.57 3.20 1.62
O 1.41 1.86 2.09
C 1.37 1.71 3.45
C 2.35 2.24 4.28
C 2.34 2.06 5.65
C 3.45 2.62 6.50
C 1.30 1.34 6.22
C 0.32 0.80 5.39
C 0.33 0.96 4.01
C -0.76 0.28 3.21
C -1.88 1.26 2.79
C -0.21 -0.56 2.03
C 3.97 3.18 1.05
C 4.57 1.85 1.44
O 5.21 1.76 2.45
O 4.42 0.79 0.61
C 2.27 4.29 -0.69
N 1.58 5.44 0.03
C 2.23 6.12 0.80
O 2.85 6.85 1.48
C 3.35 4.85 -1.65
Br 3.09 6.68 -2.15
C 4.40 4.28 -2.24
C 5.34 4.97 -3.18
Br 4.81 2.44 -2.01
O 1.33 3.75 -1.52
H -2.36 2.80 -1.46
H -1.19 4.16 -1.04
H -0.80 1.40 0.00
H 0.09 0.96 -2.69
H 1.59 0.33 -2.05
H 1.07 1.84 -4.49
H 2.43 2.57 -3.59
H 3.17 0.79 -5.25
H 3.44 0.26 -3.54
H 0.78 -1.51 -1.72
H 0.10 -3.66 -0.31
H 2.76 -4.94 -3.26
H 0.59 3.58 1.31
H 1.91 3.85 2.41
H 3.15 2.81 3.84
H 3.16 2.68 7.54
H 4.29 1.91 6.47
H 3.83 3.56 6.12
H 1.23 1.18 7.29
H -0.49 0.24 5.83
H -1.22 -0.44 3.88
H -1.92 1.45 1.72
H -1.80 2.20 3.34
H -2.84 0.82 3.06
H -0.47 -1.61 2.20
H -0.64 -0.28 1.07
H 0.88 -0.51 1.99
H 4.68 3.66 0.36
H 4.00 3.80 1.94
H 3.92 0.11 1.08
H 5.70 5.90 -2.75
H 6.21 4.34 -3.33
H 4.89 5.14 -4.16
C 3.14 -8.34 -6.13
C 2.72 -6.92 -5.77
C 2.92 -5.97 -6.94
O 3.47 -6.47 -4.65
H 4.20 -8.37 -6.40
H 3.00 -9.01 -5.28
H 2.56 -8.72 -6.97
H 1.68 -6.92 -5.46
H 3.97 -5.93 -7.23
H 2.62 -4.96 -6.66
H 2.33 -6.28 -7.81
H 4.41 -6.46 -4.89
C -2.41 -3.34 5.97
C -2.70 -3.65 4.51
C -3.30 -5.04 4.35
O -1.51 -3.53 3.74
H -1.68 -4.05 6.37
H -1.98 -2.34 6.07
H -3.31 -3.39 6.58
H -3.39 -2.91 4.11
H -2.59 -5.80 4.70
H -3.50 -5.25 3.29
H -4.23 -5.14 4.91
H -0.87 -4.18 4.07
C -6.55 3.25 1.45
C -5.70 2.10 0.95
C -5.77 0.90 1.89
O -4.35 2.52 0.80
H -6.19 3.59 2.43
H -6.49 4.10 0.77
H -7.60 2.96 1.55
H -6.04 1.80 -0.04
H -5.39 1.17 2.89
H -5.15 0.09 1.52
H -6.79 0.54 2.00
H -4.02 2.79 1.66
C -7.27 -0.99 -2.85
C -6.11 -0.56 -1.97
C -4.88 -0.21 -2.80
O -5.78 -1.59 -1.05
H -7.01 -1.89 -3.42
H -8.14 -1.24 -2.23
H -7.56 -0.21 -3.55
H -6.40 0.31 -1.38
H -4.55 -1.08 -3.37
H -4.06 0.10 -2.16
H -5.09 0.60 -3.50
H -5.52 -2.37 -1.56

Record 2
ORCA calculation (ωB97M-V with the def2-TZVPD basis set) on 3 unconnected molecules or ions with the total composition C40H65BF5N5O7S.

## Properties
- Net charge: 0
- Gap between HOMO and LUMO (alpha / beta): 7.204 / 7.899 eV
- Max |F|: 4.94 eV/Å
- 2S+1: 3
- Electronic energy: -3285.7953 hartree

Element x y z (Å)
C 5.29 7.11 2.32
C 5.15 5.53 2.29
C 4.09 4.94 3.30
C 4.69 4.18 4.54
C 5.79 3.11 4.19
C 5.33 1.60 4.50
C 6.00 0.71 3.40
C 7.48 0.53 3.49
C 8.14 -0.25 2.47
C 7.43 -0.91 1.32
N 8.24 -1.59 0.41
C 7.45 -2.08 -0.59
B 8.24 -2.87 -1.79
N 7.82 -4.15 -2.38
O 9.43 -2.27 -2.23
C 5.95 -1.94 -0.70
C 5.14 -2.52 -1.92
C 5.36 -1.58 -3.16
C 4.43 -0.29 -3.00
C 4.63 0.74 -4.19
O 5.95 0.70 -4.78
C 6.91 1.29 -3.98
C 6.73 2.62 -3.18
O 7.97 0.71 -3.85
N 5.22 -1.27 0.22
C 5.98 -0.73 1.25
C 5.24 0.08 2.29
S 3.45 0.35 2.30
O 2.75 -0.11 1.10
O 3.19 1.79 2.43
C 2.76 -0.63 3.73
F 2.32 -1.83 3.20
F 3.72 -0.97 4.67
C 1.54 0.04 4.47
F 1.31 -0.71 5.61
F 0.38 -0.05 3.75
F 1.76 1.31 4.91
H 4.32 7.65 2.25
H 5.84 7.36 3.28
H 5.98 7.40 1.48
H 6.18 5.09 2.39
H 4.80 5.27 1.24
H 3.42 4.25 2.71
H 3.40 5.77 3.67
H 5.17 4.96 5.21
H 3.88 3.69 5.15
H 6.77 3.30 4.73
H 6.05 3.12 3.10
H 4.23 1.50 4.57
H 5.78 1.28 5.49
H 8.04 1.03 4.31
H 9.26 -0.35 2.53
H 7.20 -4.69 -1.78
H 7.35 -3.90 -3.26
H 9.32 -1.31 -2.35
H 4.05 -2.46 -1.64
H 5.34 -3.60 -2.11
H 6.41 -1.18 -3.18
H 5.15 -2.08 -4.14
H 4.60 0.22 -2.00
H 3.34 -0.56 -3.01
H 4.32 1.79 -3.90
H 3.91 0.44 -5.00
H 6.74 3.50 -3.89
H 5.82 2.65 -2.53
H 7.63 2.76 -2.51
C -5.45 -1.14 3.66
C -5.29 -1.88 2.30
C -4.41 -3.14 2.47
C -2.91 -2.86 2.53
C -2.47 -1.95 1.39
C -3.29 -0.66 1.32
N -4.76 -0.92 1.29
O -5.06 -1.39 0.08
C -2.93 0.23 2.52
C -2.83 0.17 0.10
C -6.72 -2.37 1.97
H -5.52 -0.06 3.52
H -6.36 -1.44 4.18
H -4.62 -1.35 4.34
H -4.58 -3.82 1.63
H -4.71 -3.68 3.37
H -2.65 -2.41 3.50
H -2.36 -3.80 2.48
H -1.41 -1.72 1.50
H -2.57 -2.51 0.45
H -3.53 1.15 2.53
H -1.88 0.53 2.47
H -3.04 -0.25 3.49
H -2.92 -0.38 -0.84
H -1.78 0.44 0.20
H -3.41 1.09 0.01
H -7.40 -1.53 1.81
H -7.12 -2.97 2.79
H -6.74 -3.02 1.09
C -10.31 -0.19 -3.82
C -9.01 -0.43 -4.64
C -8.78 -1.94 -4.86
C -8.20 -2.68 -3.65
C -6.98 -1.94 -3.10
C -7.28 -0.47 -2.79
N -7.88 0.25 -3.95
O -6.91 0.45 -4.85
C -8.21 -0.40 -1.56
C -5.98 0.21 -2.30
C -9.32 0.19 -6.02
H -10.22 0.68 -3.17
H -11.17 0.00 -4.46
H -10.57 -1.05 -3.19
H -8.09 -2.08 -5.70
H -9.72 -2.42 -5.15
H -8.96 -2.79 -2.88
H -7.91 -3.69 -3.95
H -6.62 -2.46 -2.21
H -6.17 -2.01 -3.84
H -8.48 0.64 -1.33
H -7.71 -0.81 -0.68
H -9.13 -0.97 -1.67
H -5.17 0.14 -3.02
H -5.63 -0.27 -1.38
H -6.16 1.26 -2.07
H -9.47 1.27 -5.95
H -10.23 -0.25 -6.44
H -8.53 -0.01 -6.75

Record 3
ORCA calculation (ωB97M-V with the def2-TZVPD basis set) on a molecular structure, C40H65InNO21.

## Properties
- Net charge: -1
- Gap between HOMO and LUMO: 6.356 eV
- Max |F|: 0.76 eV/Å
- Electronic energy: -3388.2419 hartree

Element x y z (Å)
N 4.13 5.84 -0.37
In 2.00 5.54 -0.34
O 0.99 7.39 -0.40
H 4.32 6.46 -1.16
H 4.45 6.34 0.45
H 1.59 4.66 -1.84
H 1.44 4.62 1.06
H 1.65 8.09 -0.33
O 1.92 0.91 -1.21
C 2.65 0.95 -0.25
O 2.69 1.98 0.61
C 3.73 1.78 1.58
C 3.99 0.28 1.58
C 3.68 -0.10 0.14
H 4.60 2.35 1.26
H 3.40 2.15 2.54
H 4.99 0.01 1.90
H 3.28 -0.22 2.25
H 4.55 0.01 -0.51
H 3.26 -1.09 0.06
O -0.44 3.47 2.63
C -1.42 3.95 2.14
O -2.53 3.21 1.86
C -3.51 4.02 1.19
C -3.16 5.45 1.57
C -1.64 5.39 1.72
H -3.43 3.86 0.12
H -4.50 3.73 1.53
H -3.51 6.18 0.84
H -3.61 5.71 2.54
H -1.14 5.55 0.76
H -1.27 6.08 2.46
O 4.92 -2.51 -0.32
C 5.29 -2.44 -1.45
O 6.36 -1.71 -1.84
C 6.47 -1.72 -3.28
C 5.69 -2.96 -3.73
C 4.61 -3.06 -2.66
H 6.03 -0.80 -3.66
H 7.51 -1.76 -3.56
H 5.31 -2.88 -4.74
H 6.34 -3.84 -3.68
H 3.73 -2.46 -2.91
H 4.33 -4.08 -2.45
O 2.45 -5.56 -6.02
C 1.68 -5.09 -5.24
O 1.93 -5.04 -3.91
C 0.77 -4.51 -3.22
C 0.00 -3.73 -4.26
C 0.31 -4.52 -5.53
H 0.19 -5.35 -2.83
H 1.10 -3.90 -2.39
H -1.06 -3.65 -4.03
H 0.40 -2.72 -4.34
H -0.39 -5.34 -5.67
H 0.33 -3.88 -6.41
O -0.74 6.00 5.36
C -0.11 5.15 5.90
O 0.76 5.41 6.92
C 1.45 4.21 7.30
C 0.55 3.07 6.84
C -0.09 3.67 5.59
H 2.42 4.20 6.81
H 1.60 4.21 8.38
H 1.10 2.14 6.66
H -0.21 2.87 7.59
H 0.51 3.50 4.69
H -1.10 3.30 5.43
O -5.32 5.56 -1.43
C -4.42 5.95 -2.12
O -3.17 5.45 -2.04
C -2.28 6.19 -2.90
C -3.19 6.82 -3.95
C -4.47 7.05 -3.15
H -1.75 6.93 -2.30
H -1.55 5.51 -3.34
H -2.77 7.72 -4.39
H -3.38 6.11 -4.75
H -4.46 8.01 -2.63
H -5.36 6.97 -3.76
O -1.74 -5.92 -1.76
C -1.75 -7.06 -2.13
O -0.80 -7.57 -2.95
C -1.14 -8.92 -3.33
C -2.08 -9.40 -2.23
C -2.79 -8.12 -1.83
H -1.62 -8.89 -4.31
H -0.23 -9.51 -3.39
H -2.75 -10.20 -2.57
H -1.50 -9.78 -1.39
H -3.67 -7.92 -2.45
H -3.06 -8.10 -0.78
O -3.51 -7.75 -6.33
C -3.65 -6.57 -6.35
O -2.64 -5.70 -6.11
C -3.14 -4.35 -6.10
C -4.43 -4.39 -6.90
C -4.94 -5.80 -6.60
H -3.30 -4.05 -5.06
H -2.40 -3.69 -6.54
H -5.13 -3.60 -6.63
H -4.21 -4.30 -7.96
H -5.55 -5.84 -5.70
H -5.49 -6.23 -7.44
O -4.01 -0.60 -0.72
C -2.87 -0.67 -0.38
O -2.02 -1.62 -0.84
C -0.75 -1.51 -0.17
C -0.68 -0.08 0.34
C -2.15 0.21 0.63
H -0.72 -2.25 0.63
H 0.05 -1.73 -0.88
H -0.03 0.04 1.21
H -0.32 0.58 -0.44
H -2.45 -0.09 1.63
H -2.39 1.26 0.47
O 0.71 -0.15 8.38
C 1.19 0.41 9.32
O 2.47 0.87 9.34
C 2.77 1.40 10.65
C 1.43 1.74 11.27
C 0.52 0.68 10.65
H 3.31 0.63 11.21
H 3.41 2.27 10.54
H 1.44 1.73 12.36
H 1.11 2.73 10.95
H 0.51 -0.25 11.23
H -0.50 1.04 10.50